{"formula": "C26H27CaN6O2S2", "method": "the ωB97M-V functional and the def2-TZVPD basis", "elements": ["Ca", "N", "C", "C", "C", "C", "C", "C", "C", "C", "C", "C", "C", "C", "N", "C", "C", "C", "C", "N", "H", "H", "H", "H", "H", "H", "H", "H", "H", "H", "N", "C", "N", "S", "H", "H", "H", "H", "O", "N", "C", "C", "C", "C", "C", "H", "H", "H", "H", "H", "O", "S", "C", "C", "C", "C", "H", "H", "H", "H", "H", "H", "H", "H"], "coordinates": [[8.738, 11.199, 8.733], [7.248, 4.567, 16.649], [7.137, 5.229, 15.699], [7.035, 6.078, 14.563], [7.893, 7.182, 14.619], [8.011, 7.989, 13.532], [7.180, 7.843, 12.432], [6.272, 6.686, 12.406], [6.287, 5.789, 13.403], [7.135, 8.835, 11.300], [7.243, 10.235, 11.668], [6.791, 10.812, 12.889], [7.390, 12.058, 13.025], [8.182, 12.221, 11.886], [8.059, 11.157, 11.024], [7.229, 8.278, 9.971], [7.323, 6.915, 9.572], [7.169, 6.857, 8.207], [6.975, 8.204, 7.769], [7.047, 9.052, 8.825], [8.541, 7.323, 15.509], [8.704, 8.792, 13.548], [5.560, 6.627, 11.600], [5.642, 4.869, 13.443], [6.237, 10.312, 13.669], [7.226, 12.764, 13.875], [8.908, 13.033, 11.701], [7.608, 6.076, 10.229], [7.053, 6.007, 7.554], [6.686, 8.622, 6.838], [11.066, 10.348, 4.937], [10.166, 11.172, 5.475], [10.531, 12.384, 5.811], [8.620, 10.567, 5.892], [11.818, 10.694, 4.331], [10.693, 9.517, 4.516], [11.321, 12.854, 5.303], [9.711, 12.913, 6.166], [10.873, 10.677, 9.189], [11.363, 9.453, 9.333], [11.547, 8.627, 8.211], [12.173, 7.392, 8.357], [12.519, 6.931, 9.640], [12.173, 7.735, 10.716], [11.605, 8.995, 10.582], [11.265, 9.146, 7.270], [12.476, 6.855, 7.463], [13.175, 6.086, 9.845], [12.221, 7.392, 11.738], [11.330, 9.711, 11.365], [8.236, 13.359, 8.461], [8.132, 14.921, 8.332], [8.537, 15.610, 9.962], [7.265, 15.857, 10.694], [6.242, 16.339, 9.710], [6.331, 15.337, 8.548], [9.080, 16.565, 9.815], [9.215, 14.808, 10.343], [7.523, 16.562, 11.463], [6.983, 14.879, 11.116], [6.426, 17.351, 9.307], [5.234, 16.277, 10.109], [6.052, 15.747, 7.563], [5.926, 14.342, 8.789]], "forces_ev_per_a": [[-1.4312, -1.2035, 0.9664], [-0.1132, 0.7101, -1.0588], [-0.3588, -1.2850, 1.2204], [0.9649, 0.1153, 0.1812], [0.3992, -0.9380, 0.9208], [-0.3393, 0.6292, -0.4584], [-1.9852, -0.5760, -1.5481], [1.1919, 2.3763, -0.9038], [-0.8131, -1.6206, 2.0045], [0.7164, -1.3070, 0.4095], [0.2680, 0.6755, 0.6869], [0.2345, -0.9864, -0.4213], [0.1029, 0.9666, 0.4498], [0.0053, 0.3166, -0.3079], [0.2895, 0.0545, 0.4384], [-0.3224, 0.5958, -0.3169], [0.7606, -0.4141, 1.3057], [-0.6698, 1.2316, -1.5855], [0.3713, -0.7430, 1.9590], [0.4421, 0.5951, 0.1407], [-0.6151, -0.0892, -0.6815], [0.4435, 0.7154, -0.0167], [0.1111, -0.1565, -0.2546], [0.6193, 1.1200, -0.2945], [-0.2400, -0.0678, -0.1880], [0.3940, -0.6928, -0.9344], [-0.5467, -0.4142, -0.1049], [-0.4577, 0.5337, -0.4130], [0.2377, -0.2488, 0.1291], [0.0141, -0.0939, -0.9116], [1.3466, -0.4215, -1.7373], [-1.6120, -1.6107, 0.5900], [0.3263, 2.4952, -0.3303], [0.7400, 0.2043, -0.2558], [-0.2717, 0.2413, 0.7362], [-0.3958, -0.3284, 0.2608], [-1.2558, -0.5192, 1.0738], [1.2452, 0.0407, -0.4296], [0.6382, -0.7906, -0.3802], [-0.4059, -0.8540, -0.9331], [0.2228, 1.3181, 1.1208], [0.1822, 0.5322, 0.2710], [0.1495, 1.0425, -0.1177], [-0.6730, 0.1958, 0.6740], [-0.1028, 0.1428, -1.0893], [0.2514, -0.7269, 0.7748], [-0.2929, -0.0210, 0.1383], [-0.6002, -0.1521, -0.3964], [0.5505, -0.1834, 0.0589], [0.1418, -0.5731, -0.2497], [-0.0511, 2.5275, -0.3406], [-0.3860, -1.6300, 0.1434], [1.6242, -0.3219, -0.8515], [0.2551, -0.9217, 0.7854], [-0.2837, -0.2415, -1.0973], [0.9424, -0.1294, -0.5419], [0.0053, -0.6440, -0.1690], [-0.4639, 0.8676, 0.1817], [-0.4300, 0.2370, 0.6601], [-0.3117, 0.4559, 0.2287], [-0.0171, -0.2972, 0.4468], [-0.1143, 0.2680, 0.1220], [-0.4123, -0.4326, 0.5086], [-0.2152, 0.4310, -0.2680]], "lowdin_charge": [1.24, 0.12, -0.22, -0.26, -0.05, -0.06, -0.14, -0.03, -0.05, -0.08, -0.30, -0.10, -0.15, -0.26, -0.11, -0.31, -0.12, -0.14, -0.26, -0.05, 0.13, 0.11, 0.11, 0.13, 0.10, 0.09, 0.07, 0.10, 0.07, 0.04, 0.08, -0.97, 0.10, 0.62, 0.12, 0.09, 0.15, 0.09, -0.31, -0.19, 0.03, -0.03, -0.04, -0.04, 0.02, 0.11, 0.11, 0.12, 0.12, 0.15, -0.75, 1.00, -0.34, -0.25, -0.22, -0.28, 0.10, 0.09, 0.12, 0.12, 0.12, 0.12, 0.09, 0.11], "multiplicity": 2, "max_force_ha_per_bohr": 0.055, "homo_ev": [-4.07, -5.81]}

=====

{"formula": "C26H27Cl2F5N6O3S2TeW", "method": "the ωB97M-V functional and the def2-TZVPD basis", "elements": ["W", "C", "N", "C", "C", "N", "C", "S", "C", "C", "C", "C", "C", "N", "H", "H", "H", "H", "H", "H", "H", "H", "H", "F", "Te", "F", "F", "F", "F", "O", "C", "N", "C", "S", "N", "C", "H", "H", "H", "H", "H", "H", "H", "H", "Cl", "C", "C", "C", "C", "C", "Cl", "C", "N", "C", "C", "C", "C", "C", "C", "C", "C", "O", "O", "H", "H", "H", "H", "H", "H", "H", "H", "H", "H"], "coordinates": [[0.351, 1.528, -0.384], [5.243, 3.850, -0.308], [4.334, 3.670, 0.822], [4.448, 4.316, 2.036], [3.376, 3.986, 2.769], [2.587, 3.134, 1.992], [3.203, 2.968, 0.794], [2.767, 2.062, -0.609], [1.432, 2.481, 2.482], [0.900, 2.853, 3.701], [-0.108, 2.082, 4.271], [-0.516, 0.922, 3.634], [0.046, 0.661, 2.415], [0.957, 1.428, 1.787], [6.173, 4.265, 0.067], [4.795, 4.536, -1.026], [5.442, 2.892, -0.780], [5.287, 4.947, 2.270], [3.129, 4.259, 3.776], [1.251, 3.731, 4.217], [-0.540, 2.390, 5.214], [-1.258, 0.251, 4.041], [-0.263, -0.213, 1.852], [-0.214, 6.086, 0.483], [0.569, 5.020, -0.809], [0.018, 2.438, -1.997], [-1.277, 4.706, -1.347], [2.195, 5.414, 0.198], [-1.270, 1.951, 0.499], [0.462, 3.449, 0.181], [-3.953, 2.963, -1.617], [-2.870, 1.990, -1.814], [-2.845, 0.751, -1.374], [-1.341, -0.133, -1.152], [-3.933, 0.039, -1.120], [-5.271, 0.243, -1.684], [-3.484, 3.911, -1.367], [-4.577, 2.653, -0.785], [-4.555, 3.078, -2.515], [-1.982, 2.384, -2.094], [-3.769, -0.837, -0.643], [-5.199, 0.823, -2.599], [-5.933, 0.741, -0.979], [-5.681, -0.733, -1.928], [1.498, -6.243, -0.593], [0.347, -5.841, 0.627], [-0.166, -6.841, 1.435], [-1.076, -6.527, 2.432], [-1.486, -5.217, 2.615], [-0.984, -4.238, 1.777], [-1.544, -2.592, 1.989], [-0.055, -4.510, 0.774], [0.493, -3.505, -0.045], [0.159, -3.444, -1.415], [-0.887, -4.199, -1.944], [-1.176, -4.154, -3.296], [-0.434, -3.348, -4.151], [0.609, -2.601, -3.634], [0.923, -2.653, -2.280], [2.103, -1.848, -1.755], [1.545, -0.575, -1.257], [1.292, 0.437, -1.979], [1.145, -0.407, -0.046], [0.162, -7.860, 1.287], [-1.466, -7.307, 3.071], [-2.196, -4.957, 3.387], [0.566, -2.611, 0.415], [-1.469, -4.834, -1.288], [-1.985, -4.758, -3.686], [-0.653, -3.319, -5.209], [1.208, -1.985, -4.293], [2.798, -1.629, -2.565], [2.604, -2.377, -0.944]], "forces_ev_per_a": [[0.2664, 1.1677, -0.3467], [0.0012, -0.0017, -0.0196], [-0.0201, 0.0068, 0.0304], [0.0044, -0.0280, 0.0168], [-0.0005, 0.0114, -0.0300], [0.0117, 0.0255, -0.0381], [-0.0920, 0.0707, 0.0070], [0.0635, -0.2621, 0.1066], [0.3046, -0.1500, -0.0449], [-0.0998, -0.1306, 0.0942], [0.1174, 0.1344, -0.0539], [0.2256, 0.1954, 0.2367], [-0.1290, -0.7671, -0.5929], [-0.4537, 0.5905, 0.3701], [-0.0016, 0.0046, -0.0003], [-0.0064, -0.0033, 0.0038], [0.0145, -0.0024, 0.0105], [0.0019, -0.0009, -0.0034], [-0.0053, 0.0137, -0.0007], [0.0105, 0.0081, -0.0127], [-0.0172, -0.0147, -0.0050], [0.0176, 0.0002, 0.0398], [-0.1192, 0.0247, 0.0290], [0.0685, -0.0462, -0.0814], [-0.3788, 0.5444, -0.1596], [-0.1270, -0.1047, 0.2079], [0.1043, -0.0385, 0.0216], [-0.0014, -0.0896, -0.0763], [0.1108, -0.3807, 0.1158], [0.2238, -0.5898, 0.1756], [0.0159, -0.0419, 0.0107], [-0.0361, 0.0099, 0.0064], [0.0523, -0.0166, 0.0498], [-0.0137, 0.0105, -0.2678], [-0.0219, -0.0068, 0.0288], [0.0110, -0.0010, 0.0114], [-0.0075, 0.0015, -0.0318], [-0.0097, -0.0093, 0.0022], [-0.0029, 0.0098, 0.0011], [-0.0603, 0.0222, -0.0296], [-0.0055, 0.0111, -0.0211], [-0.0001, -0.0046, -0.0124], [-0.0008, 0.0074, -0.0046], [-0.0038, 0.0009, 0.0034], [0.0437, -0.0322, 0.0068], [-0.0711, -0.0128, 0.0222], [0.0016, -0.0082, 0.0071], [0.0073, 0.0038, -0.0133], [0.0005, 0.0058, -0.0027], [0.0428, -0.0147, 0.0168], [-0.0053, 0.0256, -0.0327], [0.0556, 0.0324, -0.0486], [-0.0488, 0.0276, 0.0392], [0.0707, -0.0433, 0.0063], [-0.0293, 0.0159, 0.0230], [0.0240, 0.0380, -0.0244], [-0.0212, -0.0240, 0.0151], [-0.0173, 0.0396, 0.0191], [-0.0123, 0.0102, -0.0315], [-0.0161, -0.0256, -0.0191], [-0.0789, -0.2096, -0.0953], [0.2014, -0.1794, 0.0392], [-0.1482, 0.1362, 0.3354], [0.0093, 0.0035, -0.0052], [-0.0008, 0.0010, 0.0033], [-0.0003, 0.0091, -0.0055], [-0.0500, 0.0159, -0.0159], [0.0062, 0.0073, -0.0021], [-0.0034, -0.0035, -0.0005], [-0.0026, -0.0038, -0.0032], [0.0041, 0.0022, 0.0021], [0.0180, -0.0183, 0.0118], [0.0083, 0.0206, 0.0061]], "lowdin_charge": [1.73, 0.01, -0.10, 0.01, 0.02, 0.04, -0.58, 0.89, -0.21, 0.05, 0.03, 0.00, -0.13, -0.02, 0.11, 0.11, 0.09, 0.15, 0.13, 0.12, 0.14, 0.13, 0.05, -0.41, 1.96, -0.43, -0.53, -0.51, -0.39, -0.81, -0.01, 0.01, -0.67, 0.88, 0.00, -0.02, 0.08, 0.10, 0.10, 0.09, 0.13, 0.09, 0.10, 0.10, 0.77, -0.59, -0.08, -0.06, -0.10, -0.56, 0.71, -0.32, 0.06, -0.25, -0.02, -0.05, -0.06, -0.03, -0.17, -0.01, -0.64, -0.21, -0.22, 0.12, 0.12, 0.11, 0.08, 0.12, 0.11, 0.11, 0.12, 0.15, 0.15], "charge": 2, "multiplicity": 1, "max_force_ha_per_bohr": 0.024, "homo_ev": -12.53}

=====

{"formula": "C26H27Co2N2O6", "method": "the ωB97M-V functional and the def2-TZVPD basis", "elements": ["C", "N", "C", "C", "N", "C", "C", "C", "C", "C", "C", "C", "C", "H", "H", "H", "H", "H", "H", "H", "H", "H", "H", "H", "H", "H", "H", "H", "H", "H", "H", "H", "H", "O", "C", "Co", "C", "O", "C", "O", "C", "C", "C", "C", "C", "C", "C", "C", "C", "Co", "C", "O", "C", "O", "C", "O", "H", "H", "H", "H", "H", "H", "H"], "coordinates": [[-4.824, -0.009, 4.088], [-4.100, -0.708, 3.053], [-3.101, 0.112, 2.425], [-2.614, -0.586, 1.169], [-2.054, -1.866, 1.550], [-1.198, -2.458, 0.618], [-1.255, -2.198, -0.738], [-0.878, -3.327, -1.645], [0.457, -3.961, -1.249], [0.415, -4.447, 0.191], [-0.171, -3.426, 1.181], [-2.987, -2.740, 2.273], [-3.631, -2.015, 3.445], [-5.688, -0.611, 4.403], [-4.198, 0.195, 4.980], [-5.172, 0.953, 3.683], [-3.562, 1.068, 2.153], [-2.236, 0.306, 3.090], [-3.474, -0.712, 0.483], [-1.849, 0.033, 0.681], [-1.830, -1.370, -1.171], [-1.661, -4.111, -1.545], [-0.860, -3.023, -2.694], [0.698, -4.798, -1.909], [1.256, -3.214, -1.338], [-0.181, -5.362, 0.256], [1.423, -4.727, 0.523], [0.690, -2.848, 1.574], [-0.587, -3.934, 2.060], [-3.810, -3.078, 1.608], [-2.464, -3.633, 2.638], [-2.912, -1.960, 4.284], [-4.508, -2.574, 3.796], [0.742, 6.327, -2.363], [0.835, 5.279, -2.855], [0.935, 3.712, -3.635], [-0.104, 2.772, -2.560], [-0.799, 2.190, -1.837], [-0.068, 4.151, -5.003], [-0.749, 4.488, -5.878], [2.856, 3.206, -3.540], [3.044, 2.546, -2.287], [3.309, 3.055, -1.069], [3.160, 2.468, 0.236], [3.370, 3.322, 1.340], [3.163, 2.883, 2.634], [2.750, 1.565, 2.865], [2.624, 0.680, 1.790], [2.820, 1.122, 0.487], [2.522, 1.477, -3.591], [1.454, 1.289, -5.062], [0.906, 0.958, -6.027], [4.023, 0.631, -3.955], [5.056, 0.130, -4.073], [1.764, 0.237, -2.574], [1.341, -0.667, -1.972], [3.645, 3.834, -3.978], [3.641, 4.113, -1.075], [3.700, 4.336, 1.110], [3.305, 3.591, 3.451], [2.507, 1.252, 3.884], [2.362, -0.360, 1.976], [2.752, 0.442, -0.355]], "forces_ev_per_a": [[0.0179, -0.0570, 0.0658], [-0.6961, 0.1216, -0.0344], [0.2227, 0.0738, -0.3031], [-0.1795, 0.0635, 0.1119], [0.6075, 0.7903, 0.9823], [-0.1988, -0.1418, -2.3133], [-0.7053, -0.5741, 2.0651], [0.6936, -0.4112, -0.3283], [0.1337, 0.3045, 0.0002], [-0.2374, -0.3047, 0.3638], [0.2687, -0.0217, 0.1122], [-0.0644, 0.0644, -0.5496], [0.1215, 0.1404, 0.2397], [0.1486, 0.2067, -0.0251], [-0.1097, 0.0134, -0.0784], [0.0038, -0.3154, 0.2238], [0.1208, -0.0844, 0.0745], [-0.1103, 0.0451, -0.0758], [0.1764, 0.0944, 0.0216], [-0.1315, -0.3134, 0.0760], [0.0170, -0.4373, 0.4298], [0.2714, 0.3559, -0.2629], [0.0617, 0.0495, 0.0349], [0.0518, 0.0316, -0.0101], [-0.1829, -0.0921, -0.1473], [-0.0792, -0.0533, -0.1523], [-0.1688, 0.0346, -0.0412], [-0.5994, 0.1851, -0.1055], [0.1568, -0.0458, -0.1739], [0.2913, 0.0691, -0.0244], [-0.1324, 0.2549, -0.1283], [0.0337, 0.0778, -0.0057], [0.2326, -0.0989, -0.0382], [-0.1990, -1.3115, -0.5951], [1.1989, 0.8583, 0.4450], [-0.0977, -1.3867, 0.1396], [-0.9725, -0.9394, 1.8755], [0.6396, 0.6187, -0.9287], [-0.2729, 0.4763, -2.2181], [0.3412, -0.2851, 0.9470], [1.5426, 3.9314, 1.3246], [0.8672, 3.3507, 1.2709], [0.4141, 0.1017, -0.8640], [0.2757, -0.2091, 0.7330], [-0.0518, -0.3500, -0.3619], [-0.1637, -0.1029, 0.0017], [0.0175, 0.1806, 0.1784], [-0.0529, 0.2438, 0.0529], [0.2812, 0.3827, 0.0744], [-3.3411, -4.2496, -2.2154], [-0.1632, -0.7095, -1.5632], [0.6186, 0.7415, 1.5669], [1.7702, -0.0202, -0.4095], [-1.3731, 0.4133, 0.1236], [-1.5017, -2.8938, 1.4551], [0.9839, 2.3001, -1.3385], [-0.2852, -0.3595, -0.0163], [-0.4044, -0.5453, 0.1346], [-0.1499, -0.1613, 0.2761], [-0.0736, -0.2823, -0.0376], [0.2015, -0.0440, -0.3114], [-0.0230, 0.1670, -0.0438], [-0.0623, 0.0588, 0.3003]], "lowdin_charge": [-0.11, -0.25, -0.20, -0.17, -0.12, -0.24, -0.04, -0.21, -0.21, -0.20, -0.12, -0.14, -0.20, 0.08, 0.09, 0.08, 0.12, 0.13, 0.13, 0.13, 0.10, 0.12, 0.10, 0.10, 0.10, 0.10, 0.11, 0.12, 0.09, 0.13, 0.11, 0.12, 0.12, 0.08, -0.18, 0.04, -0.17, 0.08, -0.21, 0.06, -0.28, -0.31, -0.11, -0.23, -0.06, -0.12, -0.13, -0.10, -0.03, 0.05, -0.12, 0.10, -0.11, 0.12, -0.11, 0.11, 0.07, 0.11, 0.10, 0.09, 0.09, 0.09, 0.08], "charge": -1, "multiplicity": 1, "max_force_ha_per_bohr": 0.114, "homo_ev": -4.05}